No. 1
Formula: C26H36N4S2SbV
Source: the OMol25 dataset
Level of theory: ωB97M-V with the def2-TZVPD basis set

Geometry as XYZ:
```
70
Properties=species:S:1:pos:R:3:forces:R:3:mulliken_spin:R:1
V 0.6390 0.5987 -0.6580 -0.38 0.17 0.20 2.948
C 3.2197 -1.9036 -0.8122 -1.51 -1.92 -0.23 0.005
C 3.4164 -0.7227 -1.6096 0.40 1.63 -1.07 -0.010
N 2.6713 0.3463 -1.5155 -0.22 -0.27 0.12 0.020
C 3.1275 1.3701 -2.3143 -0.98 1.68 0.56 0.024
C 4.2487 1.1028 -3.0041 0.04 -0.32 -0.82 0.000
S 4.6963 -0.5400 -2.7716 -0.18 0.14 0.67 0.002
C 2.3657 2.6786 -2.1818 1.34 -1.92 -0.16 0.027
C 2.6900 3.8663 -2.7480 -0.47 -0.08 0.27 -0.003
S 1.6197 5.0502 -2.1710 -0.67 -0.13 0.87 0.002
C 0.8272 3.8858 -1.1528 -0.32 -0.63 0.38 0.014
N 1.3083 2.6576 -1.2853 0.21 1.20 -0.48 0.064
C -0.2947 4.2435 -0.1939 1.42 1.49 0.31 0.013
H 2.7975 -2.6857 -1.5246 0.68 0.48 1.01 0.001
H 2.4212 -1.7316 -0.0410 1.09 -0.07 -0.40 -0.006
H 4.1880 -2.2173 -0.4302 -0.27 -0.37 0.36 0.003
H 4.7535 1.7242 -3.7294 0.02 -0.03 0.16 0.000
H 3.4871 4.1558 -3.4080 0.09 -0.27 -0.12 0.000
H -1.2515 4.1207 -0.6436 -0.71 0.05 -0.43 0.000
H -0.1451 5.3265 0.0455 -0.41 -0.82 -0.06 0.001
H -0.2973 3.6958 0.7587 0.43 -0.12 -0.47 -0.003
N -6.4278 3.0122 -0.6915 -1.90 0.42 0.06 0.006
C -5.3303 2.7302 -0.6907 1.35 0.37 -0.57 -0.002
C -3.9517 2.3742 -0.7039 -0.17 -0.07 -1.13 0.008
C -3.5682 1.6081 0.3665 -0.25 0.10 0.33 -0.003
C -2.2709 1.1772 0.3818 0.77 -0.99 0.48 0.088
N -1.4543 1.3497 -0.6504 0.48 -0.49 -0.27 -0.224
C -1.8852 1.9787 -1.7523 2.05 0.73 -0.74 0.057
C -3.0891 2.6110 -1.8104 -1.30 0.18 0.33 -0.016
H -4.2913 1.3723 1.1477 0.41 0.09 -0.11 -0.001
H -1.8568 0.6036 1.2131 0.00 0.28 -0.13 0.002
H -1.0865 2.1132 -2.5620 -1.43 -0.30 1.03 -0.002
H -3.3667 3.2498 -2.6608 -0.04 -0.52 0.49 -0.001
C 0.8048 -1.0588 4.6594 -0.26 0.74 -0.49 0.009
C 1.1854 0.3501 4.0678 -0.19 -0.28 0.27 -0.013
C 2.6987 0.4882 4.2396 0.47 0.15 -0.99 0.003
C 0.4149 1.4689 4.8611 0.45 -0.33 0.32 0.010
C 0.8790 0.4227 2.6257 -0.65 -0.39 -0.53 0.047
C 0.5883 0.3939 1.4304 0.68 0.27 0.38 -0.134
H 1.3141 -1.2544 5.6072 -0.48 0.47 0.23 0.001
H 1.1473 -1.8858 4.0474 -0.03 0.05 -0.57 -0.001
H -0.2889 -1.0846 4.7188 0.22 -0.37 0.34 -0.001
H 3.0085 0.2010 5.2304 0.11 0.08 0.47 0.000
H 3.0198 1.5072 4.0195 0.05 0.06 0.14 -0.001
H 3.2433 -0.1576 3.5167 -0.44 0.23 0.44 -0.002
H 0.7511 1.3367 5.8992 -0.46 -0.02 0.02 0.000
H -0.7046 1.3561 4.8056 1.21 0.18 -0.05 -0.001
H 0.7532 2.5059 4.6293 -0.43 -0.80 -0.38 -0.001
C -1.5698 -4.0353 1.3167 0.82 -1.24 -0.53 -0.003
C -0.2171 -3.3720 0.9554 -0.94 -0.58 -1.85 0.007
Sb -0.5392 -2.0980 -0.8139 0.55 0.67 1.20 0.056
C -2.6571 -2.1395 -0.8574 -1.48 -0.74 -0.55 -0.006
C -3.2613 -1.4349 -2.1523 -0.39 -2.07 1.57 0.008
C -0.0125 -3.4942 -2.2856 -0.56 -0.23 -1.14 -0.002
C 0.6908 -2.8396 -3.5015 -1.97 -1.27 -0.65 0.002
H -1.4164 -4.6305 2.2197 -0.34 0.07 0.02 0.001
H -1.9861 -4.7184 0.5354 0.85 0.23 0.40 0.000
H -2.3882 -3.3600 1.4271 -0.26 0.81 0.65 0.000
H 0.5482 -4.1092 0.6281 -0.51 0.36 0.36 0.000
H 0.1749 -2.7674 1.7363 0.26 0.53 0.69 0.007
H -3.0158 -1.5972 0.0174 0.12 0.15 0.10 -0.001
H -3.0247 -3.2015 -0.6694 0.46 1.31 -0.70 0.000
H -2.8506 -0.4513 -2.1194 -0.11 0.88 -0.48 -0.001
H -4.3912 -1.4584 -2.1040 1.32 0.24 -0.17 0.000
H -2.9184 -1.9868 -3.0331 -0.18 0.32 -0.06 0.000
H -0.9723 -3.9918 -2.5645 0.86 0.15 -0.02 -0.001
H 0.6038 -4.2143 -1.7702 0.26 -0.38 -0.01 -0.001
H -0.0365 -2.2351 -4.0483 -0.23 -0.19 -0.15 0.000
H 1.1278 -3.5369 -4.2340 -0.13 0.08 0.46 0.000
H 1.3873 -2.1191 -3.2370 1.79 1.15 0.80 0.003
```
Positions in Å, forces in eV/Å.

Properties
lowest unoccupied orbital energy (alpha / beta) = -3.2 / -3.3 eV
<S²> = 3.7670
DFT total energy = -3211.68481 Ha
total charge = +1
multiplicity = 4

***

No. 2
Formula: C4H11FN3
Source: the OMol25 dataset
Level of theory: ωB97M-V with the def2-TZVPD basis set

Geometry as XYZ:
```
19
Properties=species:S:1:pos:R:3:forces:R:3:nbo_charge:R:1
C -0.1905 1.9777 -0.3917 -0.02 0.12 -1.31 -0.650
C -0.1750 0.5835 0.1907 1.45 -0.08 -1.28 0.295
F -0.1743 0.8298 1.5063 -0.67 -0.63 2.53 -0.346
C -1.1993 -0.5019 -0.2294 1.27 2.07 -0.95 0.159
N -2.2045 -0.6512 0.6481 -0.72 -1.72 -1.80 -0.765
N 0.1556 -1.6094 -0.3497 0.32 2.09 -1.51 -0.645
C 1.0521 -0.3721 -0.0976 -0.51 1.35 -2.04 0.091
N 1.9170 -0.6443 0.9317 0.31 -0.18 2.48 -0.841
H -0.1407 1.8806 -1.5226 -0.04 0.67 1.30 0.223
H -1.1092 2.5078 -0.0522 0.48 -0.46 -0.52 0.253
H 0.6652 2.5747 0.0400 -0.70 -0.83 -0.73 0.254
H -1.3540 -0.3409 -1.3540 -0.52 -0.80 1.71 0.236
H -2.8679 -1.3949 0.3600 0.30 0.96 1.10 0.419
H -1.9778 -0.4638 1.6105 -0.32 -0.23 0.23 0.422
H 0.5422 -2.2123 0.3442 -0.38 -1.41 0.56 0.438
H 0.2832 -1.9335 -1.3227 -0.14 -0.38 0.90 0.426
H 1.6146 -0.0722 -1.0077 -0.51 -0.32 0.44 0.224
H 1.4419 -0.5328 1.8462 0.61 -0.13 -0.65 0.390
H 2.8053 -0.1581 0.9892 -0.20 -0.09 -0.46 0.418
```
Positions in Å, forces in eV/Å.

Properties
lowest unoccupied orbital energy = -3.1 eV
DFT total energy = -422.86837 Ha
total charge = +1

***

No. 3
Formula: C24H34AsF6MoN4O7S4
Source: the OMol25 dataset
Level of theory: ωB97M-V with the def2-TZVPD basis set

Geometry as XYZ:
```
81
Properties=species:S:1:pos:R:3:forces:R:3:mulliken_spin:R:1
Mo -0.4657 0.1995 0.6525 -3.65 -2.89 1.42 1.091
C -2.6760 -2.8071 4.2317 0.01 -0.02 0.01 -0.001
C -1.7462 -2.4130 3.1101 0.04 -0.06 -0.11 0.024
S -1.9506 -0.7442 2.6089 0.31 0.39 -0.69 -0.064
C -0.8516 -3.2050 2.5285 -0.05 0.20 -0.01 -0.019
C -0.6108 -4.6403 2.8897 -0.04 0.00 0.04 0.003
S 0.1304 -2.5588 1.2411 0.12 0.34 -0.78 0.036
H -3.3029 -1.9621 4.5164 -0.01 -0.01 0.01 0.002
H -2.1219 -3.1244 5.1191 0.00 0.01 0.00 0.000
H -3.3376 -3.6244 3.9341 -0.01 0.01 -0.01 0.000
H -1.2674 -4.9561 3.7025 0.01 -0.01 -0.01 0.000
H 0.4245 -4.7925 3.2060 0.01 0.00 -0.01 0.000
H -0.7892 -5.2902 2.0295 0.01 0.00 -0.01 0.000
F -5.2128 2.3414 -2.3483 0.11 0.01 0.09 0.005
C -4.0585 2.5145 -1.7061 0.16 0.18 -0.01 0.033
F -3.0636 2.4258 -2.5927 -0.13 0.02 0.13 0.000
F -4.0432 3.7535 -1.1914 0.00 -0.10 -0.04 -0.001
S -3.8868 1.2950 -0.2913 -0.30 -0.93 -1.62 0.215
O -1.9033 1.5972 0.2721 1.48 -1.07 -1.32 0.477
O -5.0778 1.6397 0.4672 -0.98 0.25 0.00 0.100
N -4.1912 -0.0701 -1.1109 0.15 0.31 -0.12 0.066
S -3.1100 -1.1291 -1.4725 -0.09 -0.28 -0.63 0.007
O -3.7272 -2.3560 -1.8621 -0.13 0.01 0.12 0.004
O -1.9402 -1.2453 -0.6226 0.26 0.67 0.14 -0.004
C -2.3563 -0.5329 -3.0619 0.09 -0.24 0.12 -0.001
F -1.3996 0.3736 -2.8296 0.17 0.20 0.08 0.000
F -3.2549 -0.0002 -3.8775 -0.24 0.10 -0.16 -0.001
F -1.7779 -1.5531 -3.6975 0.10 -0.23 -0.05 0.000
C 0.4576 4.8930 4.7613 -0.01 0.03 0.01 0.000
N -0.5653 4.0979 4.1148 -0.03 -0.19 -0.11 0.001
C -1.8876 4.3104 4.3203 -0.04 -0.05 -0.05 0.002
C -2.8111 3.5390 3.7207 -0.01 0.10 0.14 0.000
C -2.3431 2.4745 2.8695 -0.41 0.39 -0.11 -0.001
N -1.0662 2.3019 2.6198 0.15 -0.26 0.34 0.005
C -0.1219 3.0627 3.2443 0.05 0.21 0.05 0.006
O 1.0801 2.9483 3.0897 0.03 -0.02 0.00 0.001
N -3.3117 1.6992 2.3269 0.06 1.32 1.67 -0.007
H -0.0264 5.6713 5.3499 0.01 0.00 0.01 0.000
H 1.1123 5.3430 4.0166 -0.01 0.01 0.00 0.000
H 1.0753 4.2703 5.4077 0.00 -0.01 0.00 0.000
H -2.1480 5.1179 4.9930 0.02 0.01 0.00 0.000
H -3.8661 3.6752 3.9028 0.01 0.01 0.00 0.000
H -4.1120 2.2183 2.0116 -0.44 -0.08 0.51 0.002
H -3.0442 1.0249 1.6446 0.50 -0.22 0.46 0.035
C 1.9544 -0.9200 -3.0353 0.04 -0.06 -0.08 0.017
As 1.7204 -1.3237 -1.1173 0.22 -0.03 -0.60 0.011
C 3.5001 -0.7891 -0.5053 0.04 -0.13 0.12 0.010
C 1.9942 -3.2777 -1.3379 -0.22 -0.07 0.06 0.020
C 3.1176 -3.7202 -2.2190 0.02 0.00 -0.03 -0.005
C 2.8573 -4.2210 -3.4944 -0.02 0.11 -0.04 0.002
C 3.8832 -4.6392 -4.3284 0.01 0.00 -0.01 -0.001
C 5.2013 -4.5723 -3.9006 -0.01 0.00 0.00 0.002
C 5.4764 -4.0923 -2.6277 0.02 0.00 0.00 -0.001
C 4.4469 -3.6746 -1.7978 -0.01 -0.05 0.06 0.003
H 2.8994 -1.3348 -3.3868 -0.01 -0.01 -0.03 0.001
H 1.9432 0.1481 -3.2432 -0.03 0.00 0.04 -0.003
H 1.1347 -1.3828 -3.5865 0.00 0.00 0.00 -0.001
H 4.2511 -1.0267 -1.2576 0.02 -0.02 0.02 0.001
H 3.7124 -1.3205 0.4227 0.01 -0.01 -0.01 0.000
H 3.5252 0.2737 -0.2895 -0.05 0.01 0.02 -0.001
H 1.0390 -3.6113 -1.7470 -0.01 -0.07 0.08 0.000
H 2.0654 -3.6957 -0.3352 0.02 0.08 0.02 -0.001
H 1.8298 -4.2754 -3.8358 0.00 -0.01 0.00 0.000
H 3.6505 -5.0202 -5.3152 0.00 0.00 0.00 0.000
H 6.0050 -4.8985 -4.5483 0.00 0.00 0.00 0.000
H 6.4995 -4.0471 -2.2748 0.00 0.00 0.00 0.000
H 4.6744 -3.3226 -0.7994 0.00 0.00 0.00 0.001
C 1.5276 3.0681 -2.3029 0.01 0.06 -0.07 0.005
C 0.0700 3.4307 -2.0823 -0.12 0.03 -0.05 -0.008
C -0.0063 3.4266 -0.5712 0.18 0.56 0.51 -0.024
O 0.9005 2.4001 -0.0931 -0.41 -0.20 -1.16 0.017
C 1.7568 2.0509 -1.2034 0.56 0.49 0.56 -0.005
H 2.1573 3.9442 -2.1283 0.02 -0.01 -0.03 0.000
H 1.7620 2.6754 -3.2931 -0.06 -0.04 0.00 0.000
H -0.5974 2.6798 -2.5026 0.02 -0.07 -0.01 -0.002
H -0.2031 4.4002 -2.4995 -0.02 0.00 0.01 -0.001
H -0.9820 3.1852 -0.1763 -0.12 0.18 0.01 0.027
H 0.3405 4.3848 -0.1663 0.04 -0.02 0.01 0.000
H 1.5171 1.0430 -1.5095 -0.03 0.02 -0.18 -0.002
H 2.7889 2.0937 -0.8539 -0.01 -0.16 0.06 -0.004
O 0.7333 0.1778 1.7039 2.58 1.29 1.21 -0.074
```
Positions in Å, forces in eV/Å.

Properties
lowest unoccupied orbital energy (alpha / beta) = 2.2 / 1.7 eV
<S²> = 2.0217
DFT total energy = -6176.47239 Ha
total charge = -1
multiplicity = 3

***

No. 4
Formula: C4H12
Source: the OMol25 dataset
Level of theory: ωB97M-V with the def2-TZVPD basis set

Geometry as XYZ:
```
16
Properties=species:S:1:pos:R:3:forces:R:3:nbo_charge:R:1
C -1.8514 0.3470 -0.2186 -1.09 -0.62 -0.30 -0.617
C -1.3955 1.3826 -1.2310 2.13 -3.42 -1.99 -0.597
H -2.8861 0.5750 0.1520 0.75 -0.52 -0.48 0.205
H -1.7983 -0.6171 -0.7969 -0.60 0.65 0.89 0.207
H -1.2497 0.1834 0.6871 0.19 0.49 -0.47 0.209
H -2.0391 1.5318 -2.0985 -0.27 -0.66 0.05 0.207
H -1.1876 2.3248 -0.9619 0.59 3.48 1.92 0.199
H -0.3653 1.0109 -1.6390 -1.76 0.61 0.36 0.188
C 1.7165 -0.1461 0.6697 -1.47 3.60 0.06 -0.620
C 1.5959 -1.6015 0.8320 -1.97 -0.93 1.90 -0.608
H 1.1860 0.3306 -0.2116 0.53 -1.22 0.43 0.206
H 1.0711 0.3034 1.4732 1.07 0.07 -0.28 0.200
H 2.7033 0.3708 0.6181 -0.44 -0.88 0.56 0.212
H 0.5149 -1.9005 0.7550 0.89 0.24 -0.32 0.204
H 2.1454 -2.1001 0.1163 1.13 -1.49 -1.46 0.201
H 1.8399 -1.9950 1.8541 0.32 0.60 -0.85 0.205
```
Positions in Å, forces in eV/Å.

Properties
lowest unoccupied orbital energy = 1.1 eV
DFT total energy = -159.55160 Ha
total charge = 0

***

For the records above, the corresponding relative energy (zero: lowest compared OMol25 entry of this formula, charge and spin) values read 0.0, 135.4, 618.2, 87.6 kJ/mol.